Entry from the OMol25 dataset: 2 unconnected molecules or ions with the total composition C35H38NO2 (wB97M-V/def2-TZVPD).

## Properties
* HOMO: -0.370 Ha
* strongest force on any atom: 4.24 eV/Å
* energy above the lowest of the compared OMol25 structures with the same formula, charge and spin: 69.8 kcal/mol
* Kohn-Sham gap: 0.203 Ha
* E: -42485.988 eV
* total charge: +1

Cartesian coordinates (Å):
C -4.60201 5.02729 -1.87709
O -4.49665 3.62993 -2.23644
C -3.39328 2.96533 -1.80660
C -3.33956 1.57069 -2.04161
C -2.27687 0.83339 -1.56524
C -1.21702 1.45056 -0.86164
C -0.03610 0.68898 -0.43528
C 1.27029 1.31949 -0.53058
C 2.40371 0.69814 -1.00724
C 3.68062 1.35336 -1.13613
C 4.86274 0.57825 -1.27814
C 6.09576 1.16625 -1.41872
C 6.19961 2.58033 -1.46782
O 7.42998 3.09362 -1.72384
C 7.54432 4.51981 -1.93346
C 5.04106 3.37904 -1.29574
C 3.81022 2.76504 -1.13238
C -1.26922 2.84163 -0.65629
C -2.32729 3.60155 -1.12671
H -5.56916 5.33336 -2.27549
H -4.57690 5.15960 -0.78369
H -3.79338 5.61560 -2.33791
H -4.14747 1.10126 -2.59648
H -2.24299 -0.23894 -1.75491
H 0.01257 -0.29301 -0.88348
H 1.36781 2.36622 -0.22847
H 2.35912 -0.34877 -1.32084
H 4.77453 -0.50819 -1.26396
H 7.00666 0.58075 -1.52330
H 8.59960 4.66487 -2.16576
H 6.91757 4.85375 -2.77514
H 7.27164 5.07593 -1.02366
H 5.11690 4.46923 -1.31838
H 2.92336 3.39303 -1.02608
H -0.46303 3.35539 -0.12791
H -2.33495 4.68233 -0.96518
C -3.03695 -6.91183 -0.67406
C -3.98838 -6.05820 -0.13229
C -3.68340 -4.70595 0.15130
C -4.65510 -3.82174 0.67876
C -4.35497 -2.49055 0.92902
C -3.04879 -2.01468 0.69185
C -2.05793 -2.84699 0.18921
C -0.68673 -2.23559 -0.06272
C -0.15537 -1.48560 1.17424
C 1.28978 -1.46559 1.51547
C 1.28578 -0.84765 2.94567
C 1.39480 0.65194 2.72125
C 0.11462 1.08142 2.06609
N -0.71588 -0.09257 1.43625
C -1.28710 -0.53205 2.94251
C -0.08411 -1.08405 3.69664
C -2.35092 -4.21497 -0.11221
C -1.39736 -5.12067 -0.63371
C -1.73022 -6.43806 -0.92067
H -3.29255 -7.94737 -0.90838
H -4.99799 -6.41565 0.08070
H -5.65565 -4.21090 0.87847
H -5.11109 -1.80604 1.31332
H -2.79799 -0.97255 0.90699
H 0.05483 -3.00012 -0.31418
H -0.76846 -1.60198 -0.95651
H -0.55623 -2.16663 1.93811
H 1.69447 -2.48433 1.50381
H 1.83127 -0.86090 0.77813
H 2.11634 -1.24613 3.53080
H 1.48340 1.18707 3.67209
H 2.24972 0.93382 2.09960
H -0.53415 1.54123 2.82524
H 0.23066 1.89167 1.35123
H -1.71191 0.35535 3.41606
H -2.08544 -1.25652 2.78404
H -0.21887 -2.15291 3.88607
H -0.02717 -0.58858 4.67026
H -0.38025 -4.78227 -0.81843
H -0.97692 -7.10793 -1.33844



Entry from the OMol25 dataset: a molecular structure, C3H6IN (wB97M-V/def2-TZVPD).

## Properties
* HOMO: -0.324 Ha
* strongest force on any atom: 5.11 eV/Å
* energy above the lowest of the compared OMol25 structures with the same formula, charge and spin: 31.8 kcal/mol
* Kohn-Sham gap: 0.346 Ha
* E: -12796.758 eV

Cartesian coordinates (Å):
C 0.26818 -1.28844 0.22428
C 0.09792 1.35450 -0.35231
C -0.69607 0.36522 0.50914
N 1.32730 -1.24162 -0.35873
I -2.74587 0.03306 -0.04663
H -0.26275 -2.07922 0.79349
H -0.30515 1.33248 -1.38590
H 1.09739 0.86833 -0.28060
H 0.02919 2.42145 -0.17461
H -0.73812 0.29025 1.57236
H 1.92798 -2.05601 -0.50048



Entry from the OMol25 dataset: a molecular structure, C27H33N4OPdSSi (wB97M-V/def2-TZVPD).

## Properties
* HOMO: -0.132 Ha
* strongest force on any atom: 0.57 eV/Å
* energy above the lowest of the compared OMol25 structures with the same formula, charge and spin: 2.2 kcal/mol
* Kohn-Sham gap: 0.215 Ha
* E: -58740.518 eV
* total charge: -1

Cartesian coordinates (Å):
Pd 0.25784 0.83297 0.54642
C 0.77797 1.06903 4.73927
C -0.08918 0.09665 5.23624
C -0.80741 -0.67443 4.34741
C -0.67551 -0.47588 2.96418
C 0.17383 0.52204 2.45252
C 0.90655 1.27472 3.38110
C -1.37496 -1.33459 1.98794
C -2.18919 -2.44206 2.38725
C -2.76477 -3.22521 1.43921
C -2.53499 -2.95930 0.06237
C -3.07130 -3.75073 -0.98105
C -2.78504 -3.45926 -2.28678
C -1.95021 -2.36421 -2.59990
C -1.43174 -1.57393 -1.61097
C -1.72599 -1.85868 -0.25849
N -1.18174 -1.05110 0.70545
H 1.36187 1.66863 5.42866
H -0.18939 -0.06045 6.30247
H -1.46552 -1.43905 4.73759
H 1.59685 2.02088 3.00955
H -2.32918 -2.65620 3.43497
H -3.38123 -4.07116 1.72153
H -3.69924 -4.59532 -0.72231
H -3.18865 -4.07129 -3.08330
H -1.71556 -2.15182 -3.63610
H -0.79232 -0.71910 -1.80412
C 2.04542 -0.88919 -2.63672
Si 1.29912 0.83861 -2.73853
C 2.74044 2.03036 -2.86477
C 0.36363 0.91920 -4.38279
O 0.24125 1.15516 -1.55740
H 2.90493 -0.96300 -3.30807
H 1.34255 -1.68119 -2.90360
H 2.40582 -1.07689 -1.62529
H 3.30044 1.82698 -3.78141
H 3.41389 1.91807 -2.01228
H 2.40842 3.07019 -2.89521
H 1.02102 0.69057 -5.22459
H -0.05047 1.91809 -4.54177
H -0.46744 0.20954 -4.40510
C 2.37189 -1.77251 1.12445
C 3.05779 -0.46011 0.93350
C 4.40606 -0.16875 1.00172
C 4.52136 1.23778 0.83772
C 3.23618 1.71797 0.67549
C 2.77718 3.12186 0.45668
N 2.34996 0.68506 0.71352
H 3.08663 -2.59272 1.03136
H 1.58070 -1.92651 0.38580
H 1.90079 -1.84819 2.11005
H 5.20146 -0.88111 1.15871
H 5.42425 1.82917 0.82414
H 3.63879 3.77680 0.31448
H 2.19659 3.50803 1.30150
H 2.12636 3.20136 -0.41693
S -0.95190 3.08722 0.97661
C -2.14613 2.23897 0.15590
N -2.22649 2.11205 -1.18542
C -3.38823 1.32089 -1.55803
C -3.99843 0.88110 -0.20824
N -3.24845 1.68948 0.73564
H -1.29435 1.93894 -1.62203
H -3.10100 0.46632 -2.16844
H -4.09705 1.92442 -2.13172
H -3.86455 -0.18885 -0.02801
H -5.06490 1.10833 -0.15921
H -3.19534 1.47538 1.71719



Entry from the OMol25 dataset: 4 unconnected molecules or ions with the total composition C4H16NO3 (wB97M-V/def2-TZVPD).

## Properties
* HOMO: -0.521 Ha
* strongest force on any atom: 2.15 eV/Å
* energy above the lowest of the compared OMol25 structures with the same formula, charge and spin: 21.5 kcal/mol
* Kohn-Sham gap: 0.409 Ha
* E: -12033.699 eV
* total charge: +1

Cartesian coordinates (Å):
C -0.01485 0.79393 0.83375
N 1.09693 -0.11976 0.40428
C 2.21938 0.06461 1.35148
C 1.49015 0.32697 2.68961
C 0.02184 0.64887 2.32108
H 0.31085 1.76029 0.45841
H -0.91778 0.55361 0.27910
H 1.35432 -0.02570 -0.59880
H 0.79885 -1.08401 0.24523
H 2.73606 0.97958 1.07790
H 2.84194 -0.81667 1.44221
H 1.60313 -0.54292 3.32024
H 1.84966 1.12254 3.33604
H -0.23859 1.57153 2.84413
H -0.64667 -0.03983 2.83613
H -2.25783 -3.82659 -4.57362
H -2.96581 -3.19567 -3.36385
O -2.51172 -2.98333 -4.19045
H 0.06553 -1.61387 -2.19074
H 0.72593 -0.32289 -2.89006
O 0.70553 -0.90344 -2.12430
H -2.98146 3.28831 -0.88925
H -2.87998 1.78788 -1.44567
O -2.40541 2.57658 -1.17286



Entry from the OMol25 dataset: 2 unconnected molecules or ions with the total composition C9H12NS (wB97M-V/def2-TZVPD).

## Properties
* HOMO: -0.449 Ha
* strongest force on any atom: 4.94 eV/Å
* energy above the lowest of the compared OMol25 structures with the same formula, charge and spin: 72.7 kcal/mol
* Kohn-Sham gap: 0.273 Ha
* E: -21842.426 eV
* total charge: +1

Cartesian coordinates (Å):
C -0.01850 1.21122 -3.31955
C -0.61900 -0.00274 -2.84514
C 0.66303 2.00337 -2.38523
C -0.43590 -0.45528 -1.58276
C 0.84569 1.50840 -1.11459
C 0.39437 0.21812 -0.69458
C -1.34191 1.12997 1.96063
C 1.02776 -1.68546 2.47150
C 0.73443 -0.13725 0.61814
N 0.57788 -1.40984 1.13795
S -2.21079 2.30945 1.29901
H -0.31370 1.49500 -4.37060
H -1.12131 -0.59252 -3.57529
H 1.13833 2.96160 -2.71423
H -0.98381 -1.31096 -1.25362
H 1.37091 2.10255 -0.49771
H -1.19577 1.22672 2.98971
H 0.41635 -1.20936 3.27223
H 1.13912 -2.73826 2.65122
H 2.02474 -1.22019 2.51202
H 1.29809 0.68529 1.20689
H 0.11546 -2.04914 0.51921
H -1.59931 1.99208 0.04145



Entry from the OMol25 dataset: C2H2Br2 in the gas phase (wB97M-V/def2-TZVPD).

## Properties
* HOMO: -0.370 Ha
* SMILES string: C=C(Br)Br
* strongest force on any atom: 5.23 eV/Å
* energy above the lowest of the compared OMol25 structures with the same formula, charge and spin: 20.8 kcal/mol
* Kohn-Sham gap: 0.366 Ha
* E: -142189.570 eV

Cartesian coordinates (Å):
C -0.49057 -0.00504 -0.02241
C -1.75539 0.20668 -0.01338
Br -2.70128 1.80924 0.00134
Br -3.04465 -1.51470 0.01086
H 0.04179 -0.79749 0.17144
H 0.08942 0.89827 0.12382



Entry from the OMol25 dataset: a molecular structure, C5H3NO (wB97M-V/def2-TZVPD).

## Properties
* HOMO: -0.339 Ha
* strongest force on any atom: 1.14 eV/Å
* energy above the lowest of the compared OMol25 structures with the same formula, charge and spin: 105.1 kcal/mol
* Kohn-Sham gap: 0.291 Ha
* E: -8765.450 eV

Cartesian coordinates (Å):
O -2.00114 -0.37009 -1.02051
C -1.07391 0.21206 -0.37008
C -0.16453 -0.75012 0.14806
C 1.22622 -0.49100 0.36275
C 2.40209 -0.27655 0.51996
C -1.03416 1.65003 -0.25467
N -0.97245 2.79984 -0.14129
H -1.16526 -1.32569 -0.80859
H -0.65890 -1.36916 0.90402
H 3.44203 -0.07932 0.66034



Entry from the OMol25 dataset: 2 unconnected molecules or ions with the total composition C4H6BrN (wB97M-V/def2-TZVPD).

## Properties
* HOMO: -0.346 Ha
* SMILES string: C#CBr.C=NC
* strongest force on any atom: 3.75 eV/Å
* energy above the lowest of the compared OMol25 structures with the same formula, charge and spin: 72.9 kcal/mol
* Kohn-Sham gap: 0.368 Ha
* E: -75773.758 eV

Cartesian coordinates (Å):
C 1.86701 0.04243 1.98051
C -0.70601 -1.09578 -1.51587
C 0.76395 0.32364 2.34024
C -0.22442 1.08862 -0.63835
N 0.18666 -0.07826 -0.92747
Br -0.88979 0.68459 3.00240
H 2.54857 -0.40036 1.33271
H -1.18755 -1.51819 -0.56541
H -1.42104 -0.62286 -2.18547
H -0.12154 -1.80220 -2.01397
H -1.25947 1.57981 -0.54727
H 0.44363 1.79857 -0.26206



Q: E of number 6 (C2H2Br2)?
A: -142189.570 eV



Q: Among the records above, which one has the lowest HOMO?
A: C4H16NO3



Q: Among the records above, which one has the lowest energy above the lowest of the compared OMol25 structures with the same formula, charge and spin?
A: C27H33N4OPdSSi



Q: Among the records above, which one has the lowest E?
A: C2H2Br2